[1]
60
Properties=species:S:1:pos:R:3:mulliken_charge:R:1 method="wB97M-V/def2-TZVPD" smiles="CCOC(=O)OC.CCOC(=O)OC.CCOC(=O)OC.CCOC(=O)OC" de_lowest_kj_mol=764.4
C 2.80234 2.92032 -0.23145 -0.788
C 1.25480 2.91276 -0.40415 -0.231
O 0.77189 1.93193 -1.33627 -0.300
C -0.56456 1.76442 -1.38964 0.898
O -1.45024 2.40850 -0.87564 -0.651
O -0.77705 0.77239 -2.15982 -0.402
C -2.00482 0.00532 -2.01975 -0.751
H 3.09984 1.97458 0.22151 -0.143
H 3.04651 3.70572 0.48382 0.453
H 3.39071 3.11921 -1.12720 0.476
H 0.99070 3.92167 -0.72108 0.342
H 0.87757 2.61554 0.57435 0.127
H -2.04940 -0.35293 -0.99127 0.374
H -2.12196 -0.78502 -2.76119 0.254
H -2.77845 0.73897 -2.24637 0.530
C -2.52384 -3.69263 -1.81464 -0.447
C -4.00154 -3.73906 -1.47565 -0.766
O -4.75566 -2.55943 -1.83239 -0.380
C -4.77508 -1.52160 -1.00582 0.853
O -4.28292 -1.52734 0.12619 -0.587
O -5.46186 -0.51271 -1.53071 -0.361
C -5.70523 0.68791 -0.73058 -0.579
H -1.96456 -4.57907 -1.51542 0.483
H -1.99909 -2.95245 -1.21058 -0.064
H -2.42164 -3.51568 -2.88531 0.333
H -4.03203 -3.99719 -0.41709 0.349
H -4.53138 -4.57253 -1.93683 0.432
H -4.79411 0.88863 -0.16697 0.220
H -6.39743 0.53288 0.09702 0.303
H -6.03126 1.56469 -1.29011 0.261
C -0.05402 -3.29487 -1.75926 -1.012
C 0.78270 -2.04621 -1.44964 -0.084
O 0.97985 -1.91431 -0.10125 -0.422
C 0.18802 -1.08985 0.63783 0.726
O -0.80144 -0.43215 0.30150 -0.695
O 0.71019 -1.07692 1.84627 -0.385
C 0.14653 -0.24388 2.82849 -0.716
H 0.29861 -3.85640 -2.62438 0.405
H -1.08025 -3.02770 -2.01140 0.034
H -0.23136 -3.96348 -0.91688 0.448
H 0.52166 -1.12494 -1.97043 0.168
H 1.72039 -2.25320 -1.96539 0.389
H -0.29764 0.68466 2.46985 0.223
H 0.82394 0.12222 3.59998 0.007
H -0.59559 -0.86375 3.33162 0.440
C 1.40303 1.57391 3.47431 -1.666
C 2.09891 1.97318 2.16883 -0.469
O 3.50363 2.26909 2.36919 -0.370
C 4.42334 1.65110 1.64298 0.730
O 4.33316 0.69604 0.84436 -0.633
O 5.58508 2.32067 1.80220 -0.371
C 6.70171 1.95223 1.00179 -0.634
H 1.62727 2.16700 4.36091 0.546
H 1.69582 0.57144 3.78644 0.283
H 0.31656 1.63899 3.41566 0.574
H 1.55635 2.75680 1.63998 0.573
H 1.87915 1.13575 1.50661 0.872
H 7.64310 2.38859 1.33564 0.225
H 6.52315 2.26202 -0.02791 0.271
H 6.78813 0.86617 1.03503 0.300

[2]
60
Properties=species:S:1:pos:R:3:mulliken_charge:R:1 method="wB97M-V/def2-TZVPD" smiles="O=S1(=O)CCCC1.O=S1(=O)CCCC1.O=S1(=O)CCCC1.O=S1(=O)CCCC1" de_lowest_kj_mol=88.5
C 0.12037 5.71594 -1.53117 -0.592
C -0.46282 4.34843 -1.95670 -0.507
C -0.89936 3.59163 -0.69096 -0.359
S -0.55082 4.69800 0.72306 1.129
O 0.81833 4.51160 1.16527 -0.661
O -1.65758 4.68471 1.65872 -0.679
C -0.66815 6.18233 -0.32584 -0.780
H 0.11165 6.45339 -2.33656 0.363
H 1.16784 5.67303 -1.21966 0.300
H 0.28051 3.82463 -2.55331 0.252
H -1.32035 4.57164 -2.58845 0.328
H -0.49206 2.61323 -0.46328 0.156
H -1.98634 3.67555 -0.66088 0.331
H -0.33331 7.05532 0.22502 0.438
H -1.74831 6.21093 -0.48996 0.290
C 1.86920 -0.43751 1.47375 0.073
C 0.67597 -1.38040 1.26456 -0.550
C 0.79047 -1.96085 -0.16486 -0.883
S 1.31617 -0.54021 -1.19905 1.117
O 0.19818 0.32364 -1.52040 -0.613
O 2.22814 -0.92522 -2.23894 -0.703
C 2.27142 0.20010 0.15373 -0.805
H 2.70362 -1.01413 1.87950 0.412
H 1.66375 0.25628 2.29168 -0.447
H -0.28362 -0.85915 1.21655 0.274
H 0.66193 -2.21166 1.96208 0.471
H -0.04082 -2.46367 -0.64827 0.467
H 1.66338 -2.62088 -0.21199 0.342
H 2.42587 1.26863 0.03380 0.521
H 3.24218 -0.24391 -0.09294 0.315
C -0.27395 -5.35707 -5.82670 -0.579
C -0.33895 -6.38483 -4.67773 -0.556
C -1.43475 -5.82398 -3.76625 -0.820
S -0.99667 -4.08987 -3.57820 1.238
O 0.09589 -4.02549 -2.63042 -0.616
O -2.15214 -3.24197 -3.48493 -0.709
C -0.21075 -3.95249 -5.23476 -0.682
H -1.24817 -5.48956 -6.30435 0.284
H 0.52354 -5.54444 -6.54122 0.330
H 0.58551 -6.43838 -4.10244 0.299
H -0.66320 -7.35515 -5.04665 0.341
H -1.56710 -6.28601 -2.79169 0.403
H -2.39506 -5.80410 -4.28855 0.353
H 0.76615 -3.51316 -5.04515 0.385
H -0.76281 -3.26954 -5.87910 0.349
C 0.50058 1.97959 4.52692 -0.747
C 0.92888 1.01577 5.68677 -0.687
C -0.32089 0.35150 6.30184 -0.704
S -1.61495 0.42959 5.01675 1.165
O -2.65584 1.28284 5.53542 -0.679
O -1.93135 -0.85917 4.45699 -0.658
C -0.63882 1.34524 3.81078 0.456
H 1.35664 2.22043 3.90090 0.405
H 0.23310 2.88396 5.08120 0.411
H 1.48168 1.58284 6.42976 0.380
H 1.56404 0.22591 5.27605 0.257
H -0.72972 0.98442 7.08461 0.346
H -0.19500 -0.69237 6.56632 0.405
H -1.34757 2.00622 3.30778 0.426
H -0.32373 0.61783 3.06156 -0.793

[3]
65
Properties=species:S:1:pos:R:3:mulliken_charge:R:1 method="wB97M-V/def2-TZVPD" smiles="CCP(C)[Si@@](CC(=O)F)(C[C@H](O)C(F)(F)F)[PH2]=N.O=S1(=O)CCCC1.O=S1(=O)CCCC1" de_lowest_kj_mol=39.7
C 3.21892 2.22391 -1.50931 -1.605
C 2.04561 2.46026 -0.56150 -0.245
P 0.47634 2.61663 -1.53379 0.057
C 0.80647 3.96989 -2.73929 -1.307
Si -0.97192 3.39804 -0.02310 -0.116
C -2.72388 3.40497 -0.75037 -0.335
C -3.57074 4.49497 -0.19705 0.308
O -3.63311 4.83080 0.97606 -0.478
F -4.31063 5.11717 -1.12176 -0.258
C -0.79521 2.54085 1.64534 -1.181
C -1.56001 1.24448 1.86487 0.010
O -1.13455 0.65556 3.08561 -0.585
C -1.29404 0.17855 0.82117 0.691
F -1.57192 -1.04057 1.31078 -0.333
F -0.03150 0.15761 0.42892 -0.219
F -2.08262 0.34556 -0.23849 -0.274
P -0.38344 5.55089 0.40500 0.317
N 0.09861 5.64702 1.93046 -0.752
H 2.95648 1.39166 -2.15058 0.382
H 4.03959 1.89009 -0.90067 0.485
H 3.45398 3.10036 -2.08958 0.378
H 2.21799 3.34825 0.03654 0.396
H 1.96339 1.64379 0.13560 0.393
H 1.40741 3.56486 -3.53750 0.424
H -0.12035 4.30154 -3.18521 0.415
H 1.31468 4.82167 -2.31332 0.344
H -3.26991 2.47706 -0.63152 0.434
H -2.63568 3.55682 -1.82089 0.354
H 0.25828 2.36302 1.80463 0.542
H -1.09671 3.24139 2.41187 0.708
H -2.62081 1.42908 1.96186 0.371
H -1.13363 1.33668 3.75663 0.388
H 0.64545 5.93789 -0.47933 0.026
H -1.46152 6.42818 0.10700 0.067
H 1.05280 5.98463 1.92818 0.227
C 4.07151 -3.38777 -0.71045 -0.676
C 4.90830 -3.09792 0.54316 -0.612
C 6.04924 -2.15939 0.12701 -0.647
S 5.43591 -1.22180 -1.27885 1.129
O 6.20902 -1.56868 -2.44218 -0.680
O 5.24240 0.15678 -0.89801 -0.636
C 3.84533 -2.03677 -1.38129 -0.477
H 3.12803 -3.87200 -0.46538 0.353
H 4.62469 -4.04790 -1.38146 0.317
H 4.28305 -2.60868 1.29238 0.295
H 5.29760 -4.01158 0.98881 0.323
H 6.32487 -1.46556 0.91653 0.352
H 6.92699 -2.70969 -0.20493 0.339
H 3.54542 -2.10928 -2.42382 0.434
H 3.12846 -1.43202 -0.82563 0.151
C -4.30763 -5.04710 1.83668 -0.573
C -4.66167 -3.63525 1.35034 -0.701
C -3.87742 -3.38676 0.05585 -0.286
S -3.62609 -4.99997 -0.69567 1.123
O -2.21589 -5.29457 -0.69702 -0.644
O -4.41100 -5.10377 -1.89833 -0.680
C -4.40452 -5.94746 0.60883 -0.720
H -4.97474 -5.38187 2.62937 0.341
H -3.28795 -5.05923 2.22693 0.298
H -5.73330 -3.57751 1.14967 0.318
H -4.42749 -2.87990 2.09889 0.324
H -4.42041 -2.75589 -0.64266 0.389
H -2.89735 -2.95948 0.25574 0.065
H -3.88821 -6.89770 0.71974 0.402
H -5.44101 -6.11479 0.31847 0.350

[4]
86
Properties=species:S:1:pos:R:3:mulliken_charge:R:1 method="wB97M-V/def2-TZVPD" charge=-1
C 0.68131 -0.54449 2.21126 -0.537
C -0.91986 -0.94934 2.14419 0.619
N -1.84590 0.14650 2.62340 -0.979
F -1.22440 -2.17408 2.91914 -0.378
H 1.20169 -0.80824 1.18688 0.180
H 0.83326 0.61529 2.42292 0.116
H 1.25559 -1.10088 3.08619 0.041
H -1.15818 -1.18025 1.02109 -0.082
H -2.03616 0.85749 1.85971 0.112
C 3.68572 2.00475 3.92267 0.033
C 5.07692 1.56032 4.36624 -0.328
O 5.18626 0.20211 3.94660 -0.349
S 4.32667 0.00045 2.57515 1.057
O 5.23647 0.09168 1.45486 -0.585
O 3.41872 -1.10702 2.76365 -0.450
O 3.47545 1.38871 2.65323 -0.243
H 2.91692 1.63835 4.61059 0.259
H 3.60754 3.09184 3.83657 0.042
H 5.21557 1.64239 5.44689 0.318
H 5.85605 2.13549 3.85490 0.306
C -0.21428 -4.74524 1.50767 0.020
C 1.17692 -5.18968 1.95124 -0.276
O 1.28626 -6.54789 1.53160 -0.282
S 0.42667 -6.74954 0.16015 1.127
O 1.33647 -6.65832 -0.96014 -0.578
O -0.48128 -7.85702 0.34865 -0.573
O -0.42455 -5.36129 0.23823 -0.300
H -0.98308 -5.11165 2.19559 0.257
H -0.29246 -3.65816 1.42157 -0.045
H 1.31557 -5.10761 3.03189 0.289
H 1.95605 -4.61451 1.43990 0.291
C -6.38334 0.61434 0.32610 -0.410
C -5.59326 -0.01282 -0.81939 -0.429
O -5.03460 1.08739 -1.53369 -0.042
S -4.72365 2.29713 -0.48475 1.133
O -3.32606 2.22964 -0.11961 -0.518
O -5.35134 3.50134 -0.97698 -0.631
O -5.60342 1.72598 0.76333 -0.313
H -7.34987 0.99241 -0.02237 0.268
H -6.54329 -0.08669 1.14966 0.345
H -6.22171 -0.61952 -1.47569 0.335
H -4.76718 -0.62370 -0.44025 0.312
C -2.08111 1.54122 -5.61557 -0.191
C -3.54216 1.53751 -6.05720 -0.204
O -4.21291 0.69716 -5.12088 -0.389
S -3.47810 0.82768 -3.67055 1.183
O -4.22012 1.77849 -2.87274 -0.507
O -3.14465 -0.49883 -3.20624 -0.577
O -2.11401 1.55428 -4.18941 -0.348
H -1.57016 0.62759 -5.93612 0.296
H -1.53814 2.41210 -5.99243 0.077
H -3.66886 1.15946 -7.07445 0.354
H -3.97833 2.53942 -5.98461 0.257
C -2.52799 7.10207 -5.83690 -0.340
C -1.13679 6.65763 -5.39334 -0.335
O -1.02746 5.29942 -5.81298 -0.293
S -1.88705 5.09777 -7.18442 1.024
O -0.97724 5.18899 -8.30472 -0.566
O -2.79499 3.99029 -6.99593 -0.440
O -2.73826 6.48602 -7.10634 -0.325
H -3.29679 6.73566 -5.14898 0.290
H -2.60618 8.18915 -5.92300 0.310
H -0.99814 6.73970 -4.31269 0.333
H -0.35766 7.23280 -5.90468 0.287
C 1.82195 6.72904 5.90899 -0.307
C 1.32003 6.91741 4.47989 -0.337
O 2.48251 7.22398 3.71344 -0.316
S 3.76362 6.44964 4.36119 1.072
O 3.97735 5.22914 3.61566 -0.513
O 4.80821 7.41755 4.60284 -0.563
O 3.07634 6.06053 5.78742 -0.301
H 1.99603 7.69397 6.39598 0.271
H 1.13106 6.13625 6.51441 0.321
H 0.58267 7.71968 4.39974 0.305
H 0.89169 5.98920 4.08709 0.312
C 2.52088 -10.72660 0.42648 -0.274
C 2.96101 -9.60509 -0.51065 0.198
O 4.27468 -9.25430 -0.08168 -0.289
S 5.01450 -10.58549 0.50229 1.103
O 5.84353 -11.13751 -0.54610 -0.551
O 5.51239 -10.28829 1.82523 -0.533
O 3.68621 -11.51989 0.64527 -0.324
H 2.19410 -10.32776 1.39225 0.294
H 1.72106 -11.33470 -0.00454 0.307
H 2.29632 -8.73914 -0.46491 -0.195
H 3.02676 -9.95886 -1.54499 0.291

Number 1: E_tot -41672.9331 eV, HOMO -9.88 eV. Number 2: E_tot -76829.8048 eV, HOMO -10.12 eV. Number 3: E_tot -89897.2901 eV, HOMO -8.04 eV. Number 4: E_tot -154499.3187 eV, HOMO -1.90 eV.